Density functional theory data (the ωB97M-V functional and the def2-TZVPD basis) for a gas-phase ion, CH2NO3S (charge -1) in a non-equilibrium geometry.

Geometry as XYZ:
```
8
Properties=species:S:1:pos:R:3:forces:R:3
O -1.02375 -0.95730 0.87535 -1.832 0.282 -0.279
C -0.65983 -0.04914 0.12454 1.531 2.117 -1.120
O -1.42798 0.92447 -0.50239 -0.741 -1.338 0.769
N 0.65884 0.11991 -0.08598 -0.445 -0.996 0.325
O 1.36898 -0.98462 0.57745 1.128 2.256 -1.633
S 1.34194 1.41128 -0.97699 0.718 -0.055 -0.146
H -0.90950 1.50466 -1.12329 0.519 -0.973 0.942
H 0.56160 -1.27544 0.99186 -0.878 -1.292 1.141
```
Positions in Å, forces in eV/Å.

Calculated values
Total energy, eV: -19537.186
Molecular weight, g mol⁻¹: 108.10
LUMO level, eV: 3.857
SMILES: O=C(O)N(O)[S-]
HOMO-LUMO gap, eV: 6.710
Total charge: -1
ΔE to the lowest compared entry with this formula, charge and spin, kcal/mol: 39.6

Atom charges from the natural (NBO) analysis, given in e for atoms 1 to 2: -0.730, 0.817